## a
Computed, not measured: a 2-piece molecular cluster, C6H14 overall, with ωB97M-V/def2-TZVPD.

```
20
Properties=species:S:1:pos:R:3:lowdin_charge:R:1
C -1.672 1.091 -0.278 0.011
C -0.695 0.186 -0.253 -0.394
C -0.948 -1.251 -0.634 -0.075
C 0.731 0.598 0.078 -0.408
C 1.444 -0.332 1.067 -0.081
C 1.533 0.722 -1.223 -0.074
H -1.489 2.133 -0.023 0.064
H -2.689 0.827 -0.562 0.062
H -0.533 -1.473 -1.625 0.083
H -2.020 -1.468 -0.663 0.075
H -0.485 -1.949 0.073 0.069
H 0.677 1.593 0.539 0.128
H 1.590 -1.335 0.649 0.073
H 0.892 -0.433 2.008 0.073
H 2.438 0.067 1.301 0.078
H 1.021 1.390 -1.922 0.081
H 2.536 1.120 -1.032 0.077
H 1.646 -0.255 -1.707 0.078
H -2.187 -0.359 1.918 0.031
H -1.884 -0.850 2.389 0.047
```

Values from the calculation:
LUMO energy = 1.1 eV
SMILES = C=C(C)C(C)C.[H][H]



## b
Computed, not measured: a 2-piece molecular cluster, C6H14 overall, with ωB97M-V/def2-TZVPD.

```
20
Properties=species:S:1:pos:R:3:lowdin_charge:R:1
C 1.540 0.975 0.896 0.014
C 0.265 0.604 0.995 -0.432
C -0.689 1.328 1.915 -0.084
C -0.359 -0.521 0.193 -0.211
C 0.365 -0.970 -1.076 -0.280
C -0.303 -2.191 -1.707 -0.121
H 1.928 1.804 1.484 0.065
H 2.241 0.486 0.224 0.057
H -0.288 2.296 2.232 0.076
H -1.650 1.507 1.414 0.072
H -0.903 0.741 2.817 0.083
H -0.490 -1.388 0.859 0.125
H -1.380 -0.213 -0.083 0.111
H 1.411 -1.211 -0.851 0.100
H 0.377 -0.139 -1.794 0.099
H -0.307 -3.036 -1.008 0.072
H 0.221 -2.510 -2.615 0.069
H -1.344 -1.979 -1.979 0.073
H -0.634 2.276 -1.142 0.070
H -0.001 2.141 -0.777 0.043
```

Values from the calculation:
LUMO energy = 1.2 eV
SMILES = C=C(C)CCC.[H][H]



Decreasing stability: a, b



## a
Computed, not measured: a 2-piece molecular cluster, C3H11NOS overall, with ωB97M-V/def2-TZVPD.

```
17
Properties=species:S:1:pos:R:3:lowdin_charge:R:1
N -0.396 -1.514 0.678 -0.019
C 0.697 -1.218 -0.233 -0.306
C 1.179 0.196 -0.193 -0.327
C 0.926 0.987 -1.503 -0.599
S 0.805 2.810 -1.309 0.671
H -0.925 -2.388 0.456 0.089
H -0.013 -1.824 1.523 0.036
H 1.677 -1.810 0.227 0.153
H 0.514 -1.417 -1.311 0.111
H 0.713 0.893 0.437 0.054
H 2.213 0.410 0.121 0.108
H -0.090 0.586 -1.975 0.112
H 1.782 0.696 -2.189 0.081
H 2.029 2.997 -0.796 -0.152
O -3.947 0.232 2.329 -0.090
H -3.946 0.814 1.574 0.014
H -3.218 -0.451 2.165 0.063
```

Values from the calculation:
LUMO energy = 0.8 eV
SMILES = NCCCS.O



## b
Computed, not measured: a 2-piece molecular cluster, C3H11NOS overall, with ωB97M-V/def2-TZVPD.

```
17
Properties=species:S:1:pos:R:3:lowdin_charge:R:1
C 2.588 -0.018 -1.449 -0.409
S 2.670 0.611 0.276 0.706
C 1.775 -0.788 1.016 -0.452
H 3.381 -0.708 -1.523 0.010
H 1.627 -0.401 -1.669 0.013
H 2.716 0.814 -2.140 0.029
H 0.817 -0.636 1.553 0.019
H 2.518 -0.942 1.871 0.029
H 1.597 -1.650 0.376 0.032
N -2.162 -0.561 0.677 0.008
C -2.046 0.790 -0.038 -0.230
O -3.383 1.285 -0.506 -0.107
H -2.502 -1.325 0.127 0.046
H -2.673 -0.419 1.534 0.050
H -1.494 0.730 -0.939 0.086
H -1.539 1.392 0.730 0.108
H -3.890 1.827 0.105 0.061
```

Values from the calculation:
LUMO energy = 0.8 eV
SMILES = CSC.NCO



Decreasing stability: b, a



## a
Computed, not measured: an isolated ion of composition C4H5O5S and charge -1, with ωB97M-V/def2-TZVPD.

```
15
Properties=species:S:1:pos:R:3:lowdin_charge:R:1
C 0.182 0.828 0.115 -0.068
C 0.082 -0.353 -0.790 -0.477
C -0.837 -1.457 -0.325 -0.211
S -0.307 -2.903 -1.219 0.716
O 1.083 -3.372 -1.345 -0.358
O -1.251 -4.043 -1.131 -0.355
O -0.714 -2.058 -2.643 -0.095
C -1.284 -0.901 -2.422 -0.733
O -2.346 -0.697 -2.972 0.105
O -0.575 0.152 -1.971 0.026
H -0.012 1.757 -0.404 0.068
H 1.156 0.888 0.697 0.091
H -0.585 0.884 0.970 0.096
H 1.072 -0.543 -1.013 0.106
H -0.529 -1.577 0.787 0.090
```

Values from the calculation:
net charge = -1
LUMO energy = 3.6 eV
SMILES = C[C@H]1C=[S@@](=O)([O-])OC(=O)O1



## b
Computed, not measured: an isolated ion of composition C4H5O5S and charge -1, with ωB97M-V/def2-TZVPD.

```
15
Properties=species:S:1:pos:R:3:lowdin_charge:R:1
O 0.180 -2.147 -1.722 -0.373
S -0.258 -1.451 -0.514 0.681
O -1.054 -2.309 0.346 -0.362
C 1.142 -0.769 0.405 -0.156
C 0.847 0.619 0.822 -0.623
O 1.142 1.246 1.897 -0.100
O 0.819 1.417 -0.507 0.010
C -0.396 1.043 0.000 -0.623
O -1.214 1.953 0.660 0.014
C -1.097 0.109 -0.924 -0.113
H 2.023 -0.698 -0.359 0.140
H 1.443 -1.344 1.385 0.152
H -0.578 2.378 1.303 0.110
H -2.262 -0.110 -0.850 0.159
H -0.738 0.062 -1.941 0.084
```

Values from the calculation:
net charge = -1
LUMO energy = 3.5 eV
SMILES = O=S1(=O)C[C@@]2([O-])O[C@@]2(O)C1



Decreasing stability: b, a



## a
Computed, not measured: a single C21H23N3O3S molecule, with ωB97M-V/def2-TZVPD.

```
51
Properties=species:S:1:pos:R:3:lowdin_charge:R:1
C -7.405 -1.689 0.875 -0.091
O -6.107 -1.437 1.357 -0.086
C -5.181 -0.936 0.495 -0.272
C -5.398 -0.676 -0.855 -0.012
C -4.378 -0.168 -1.637 0.015
C -3.128 0.094 -1.093 -0.202
C -2.900 -0.172 0.257 -0.097
C -3.923 -0.678 1.036 0.059
C -1.547 0.160 0.848 -0.182
N -1.546 1.524 1.328 0.062
C -1.398 2.574 0.504 -0.909
S -1.601 4.123 1.022 0.597
N -1.064 2.311 -0.785 0.105
C -0.930 1.004 -1.366 -0.456
C 0.057 1.074 -2.530 0.027
O -2.164 0.576 -1.939 0.033
C -0.504 0.008 -0.268 -0.077
C 0.919 0.277 0.224 -0.431
O 1.190 1.131 1.034 0.109
N 1.833 -0.557 -0.340 0.135
C 3.236 -0.471 -0.150 -0.193
C 4.040 -0.359 -1.278 -0.018
C 5.413 -0.276 -1.158 -0.048
C 6.009 -0.305 0.096 -0.276
C 7.494 -0.180 0.240 -0.051
C 5.195 -0.443 1.211 0.001
C 3.812 -0.540 1.119 -0.193
C 2.987 -0.738 2.349 -0.036
H -7.968 -2.063 1.729 0.093
H -7.880 -0.776 0.501 0.096
H -7.401 -2.447 0.085 0.095
H -6.357 -0.862 -1.311 0.104
H -4.538 0.036 -2.684 0.122
H -3.761 -0.883 2.083 0.130
H -1.318 -0.500 1.690 0.167
H -1.774 1.726 2.286 0.136
H -1.025 3.113 -1.395 0.132
H 0.190 0.087 -2.967 0.093
H 1.011 1.464 -2.188 0.095
H -0.348 1.731 -3.295 0.096
H -0.579 -1.004 -0.679 0.170
H 1.547 -1.095 -1.145 0.142
H 3.580 -0.331 -2.256 0.110
H 6.024 -0.185 -2.044 0.111
H 8.006 -0.625 -0.611 0.076
H 7.839 -0.662 1.152 0.076
H 7.774 0.873 0.288 0.085
H 5.651 -0.487 2.190 0.118
H 3.614 -1.033 3.187 0.079
H 2.229 -1.502 2.183 0.085
H 2.472 0.189 2.603 0.076
```

Values from the calculation:
LUMO energy = 0.5 eV
SMILES = COc1ccc2c(c1)[C@@H]1NC(=S)N[C@](C)(O2)[C@H]1C(=O)Nc1ccc(C)cc1C



## b
Computed, not measured: a single C21H23N3O3S molecule, with ωB97M-V/def2-TZVPD.

```
51
Properties=species:S:1:pos:R:3:lowdin_charge:R:1
C -6.366 -1.813 1.190 -0.092
H -6.342 -2.467 0.320 0.075
H -5.918 -2.343 2.028 0.075
H -7.403 -1.593 1.431 0.070
C -5.597 -0.521 0.906 -0.214
C -4.166 -0.828 0.576 -0.263
C -3.214 -0.934 1.586 -0.033
C -1.905 -1.258 1.294 -0.017
C -1.520 -1.484 -0.027 -0.150
C -2.467 -1.377 -1.045 -0.007
C -3.774 -1.057 -0.739 -0.036
H -4.503 -0.976 -1.532 0.118
H -2.170 -1.547 -2.068 0.119
C -0.149 -1.824 -0.326 -0.274
N 0.816 -1.973 0.538 0.175
C 1.927 -2.287 -0.198 -0.312
C 1.581 -2.297 -1.524 -0.239
O 0.259 -2.017 -1.598 0.136
C 2.360 -2.541 -2.761 0.009
H 2.867 -3.503 -2.712 0.089
H 1.692 -2.528 -3.618 0.089
H 3.110 -1.761 -2.882 0.082
C 3.260 -2.412 0.408 -0.226
H 3.225 -2.788 1.426 0.098
H 3.929 -3.007 -0.208 0.092
S 4.005 -0.682 0.474 0.974
O 3.583 -0.073 -0.798 -0.532
C 2.844 -0.061 1.779 -0.214
C 2.488 1.409 1.654 -0.542
O 2.584 2.181 2.586 0.059
N 1.980 1.730 0.450 0.060
H 2.151 1.099 -0.326 0.108
C 1.516 3.060 0.135 -0.119
C 0.106 3.027 -0.387 -0.183
C -0.849 2.189 0.180 -0.013
C -2.137 2.194 -0.325 -0.050
C -2.422 3.036 -1.389 -0.153
N -1.525 3.836 -1.939 0.056
C -0.298 3.828 -1.450 -0.113
H 0.401 4.500 -1.933 0.112
H -3.412 3.076 -1.825 0.101
H -2.899 1.558 0.096 0.086
H -0.583 1.545 1.006 0.113
H 1.559 3.635 1.068 0.132
H 2.178 3.536 -0.598 0.130
H 3.333 -0.239 2.735 0.099
H 1.922 -0.645 1.707 0.068
H -1.166 -1.343 2.075 0.114
H -3.506 -0.755 2.610 0.118
H -5.645 0.126 1.784 0.111
H -6.068 0.001 0.070 0.110
```

Values from the calculation:
LUMO energy = 0.4 eV



Decreasing stability: a, b



## a
Computed, not measured: a single C6H4O2 molecule, with ωB97M-V/def2-TZVPD.

```
12
Properties=species:S:1:pos:R:3:lowdin_charge:R:1
C 0.341 0.761 -3.028 0.165
C 0.308 0.702 -1.829 -0.038
C 0.174 0.248 -0.506 -0.313
C 0.021 -0.947 0.041 -0.024
C -0.210 -0.816 1.501 -0.025
C -0.248 0.812 1.581 -0.414
O -0.466 1.533 2.528 0.118
O -0.035 1.270 0.370 0.117
H 0.465 0.830 -4.075 0.033
H 0.109 -1.957 -0.486 0.153
H 0.644 -1.101 2.030 0.098
H -1.103 -1.333 1.873 0.129
```

Values from the calculation:
LUMO energy = 0.5 eV
SMILES = C#CC1=CCC(=O)O1



## b
Computed, not measured: a single C6H4O2 molecule, with ωB97M-V/def2-TZVPD.

```
12
Properties=species:S:1:pos:R:3:lowdin_charge:R:1
C -2.553 -1.480 -0.019 0.183
C -1.622 -0.711 -0.073 -0.047
C -0.844 0.590 0.125 -0.408
O -1.286 1.700 0.010 0.113
C 0.545 0.164 0.108 -0.208
C 1.671 1.151 0.006 -0.017
C 0.607 -1.166 -0.005 -0.138
O 0.982 -2.264 -0.111 0.227
H -3.332 -2.193 0.016 0.039
H 2.332 0.910 -0.826 0.086
H 1.235 2.137 -0.151 0.085
H 2.264 1.161 0.920 0.084
```

Values from the calculation:
LUMO energy = -0.4 eV
SMILES = C#CC(=O)C(C)=C=O



Decreasing stability: a, b



## a
Computed, not measured: a single C3HClFNO molecule, with ωB97M-V/def2-TZVPD.

```
8
Properties=species:S:1:pos:R:3:lowdin_charge:R:1
F 0.234 2.262 -0.044 0.148
C -0.169 1.005 0.016 -0.411
O -1.450 0.681 0.080 0.085
N -1.464 -0.697 -0.059 0.074
C -0.243 -1.106 -0.017 -0.138
C 0.653 -0.020 -0.016 -0.620
Cl 2.370 0.066 0.011 0.711
H 0.068 -2.191 0.029 0.151
```

Values from the calculation:
LUMO energy = 0.7 eV
SMILES = Fc1oncc1Cl



## b
Computed, not measured: a single C3HClFNO molecule, with ωB97M-V/def2-TZVPD.

```
8
Properties=species:S:1:pos:R:3:lowdin_charge:R:1
F -0.535 1.991 0.012 0.158
C -0.590 0.673 -0.002 -0.399
O -1.807 0.190 0.000 0.066
N -1.698 -1.228 -0.025 0.090
C -0.431 -1.496 0.011 -0.129
C 0.376 -0.288 -0.003 -0.619
Cl 2.068 -0.097 -0.005 0.704
H -0.124 -2.537 0.129 0.130
```

Values from the calculation:
LUMO energy = 0.7 eV
SMILES = Fc1oncc1Cl



Decreasing stability: b, a